(1)
ORCA calculation (wB97M-V/def2-TZVPD) on 3 unconnected molecules or ions with the total composition CH3NO2S2 in a non-equilibrium geometry.

```
9
Properties=species:S:1:pos:R:3
C -1.0347 1.5801 -0.1617
N -0.9526 -1.0237 0.7348
O -2.1603 1.3305 -0.2839
O 0.0629 1.9276 -0.0352
S -0.7632 -2.0153 -0.4684
S 2.7608 -0.5262 -0.3729
H -1.6606 -1.0246 1.5054
H 1.9018 0.2160 0.3928
H 1.8458 -0.4645 -1.3109
```

Calculated values
SMILES string	O=C=O.N=S.S
energy relative to the best compared isomer or geometry (same formula, charge and spin)	0.786	eV
HOMO-LUMO gap (alpha / beta)	7.38 / 7.37	eV
calculated total energy	-1041.462434	Ha
total charge	0
HOMO energy (alpha / beta)	-8.9 / -8.9	eV

These are the natural (NBO) partial charges, in e, on atoms 1 to 6: 1.040 -0.813 -0.522 -0.519 0.436 -0.298

=====

(2)
ORCA calculation (wB97M-V/def2-TZVPD) on a molecular structure, CH3NO2S2 in a non-equilibrium geometry.

```
9
Properties=species:S:1:pos:R:3
C -0.2415 0.3352 -0.1226
N 3.8544 0.0124 0.3652
O 4.3672 0.5003 1.3288
O 2.4364 1.1315 0.2402
S 4.2345 -0.9756 -0.7768
S 1.2557 1.2147 -0.8062
H -0.9009 0.2741 -1.0037
H 0.1928 -0.6620 0.0846
H -0.8073 0.8160 0.7020
```

Calculated values
spin multiplicity	3
⟨S²⟩	2.0112
energy relative to the best compared isomer or geometry (same formula, charge and spin)	2.402	eV
HOMO-LUMO gap (alpha / beta)	7.21 / 6.89	eV
calculated total energy	-1041.291245	Ha
total charge	0
HOMO energy (alpha / beta)	-7.4 / -9.4	eV

These are the natural (NBO) partial charges, in e, on atoms 1 to 6: -0.805 0.044 -0.278 -0.724 0.152 0.883

=====

(3)
ORCA calculation (wB97M-V/def2-TZVPD) on 2 unconnected molecules or ions with the total composition CH3NO3 in a non-equilibrium geometry.

```
8
Properties=species:S:1:pos:R:3
N 1.4189 0.6316 0.4578
C -1.3065 -0.6236 -0.1578
O 1.3061 1.7842 0.0651
O -0.3987 -0.7376 -1.1612
O -1.3515 0.0541 0.8228
H 0.4367 -0.2710 -1.0102
H 1.9854 0.5341 1.3415
H -2.0904 -1.3717 -0.3582
```

Calculated values
SMILES string	O=CO.N=O
energy relative to the best compared isomer or geometry (same formula, charge and spin)	1.678	eV
HOMO-LUMO gap	9.23	eV
calculated total energy	-320.280951	Ha
total charge	0
HOMO energy	-10.2	eV

These are the natural (NBO) partial charges, in e, on atoms 1 to 6: -0.043 0.663 -0.223 -0.702 -0.577 0.502

=====

(4)
ORCA calculation (wB97M-V/def2-TZVPD) on a single CH3NO3 molecule in a non-equilibrium geometry.

```
8
Properties=species:S:1:pos:R:3
C 0.1861 -0.5486 0.3938
N -0.8033 0.1304 -0.3783
O -1.3822 -0.5463 -1.2120
O -1.1584 1.2554 -0.0936
O 1.5999 0.4508 0.1489
H -0.0163 -0.4933 1.5163
H 0.3743 -1.5320 -0.2262
H 1.2000 1.2836 -0.1490
```

Calculated values
SMILES string	O=[N+]([O-])CO
energy relative to the best compared isomer or geometry (same formula, charge and spin)	3.590	eV
HOMO-LUMO gap	10.65	eV
calculated total energy	-320.210673	Ha
total charge	0
HOMO energy	-11.5	eV

These are the natural (NBO) partial charges, in e, on atoms 1 to 6: -0.005 0.467 -0.350 -0.364 -0.723 0.251

=====

(5)
ORCA calculation (wB97M-V/def2-TZVPD) on a single CH3NO3 molecule in a non-equilibrium geometry.

```
8
Properties=species:S:1:pos:R:3
C -0.3533 0.4593 -0.0383
N 1.0164 0.0041 0.1225
O 1.1416 -1.1767 0.0912
O 1.8620 0.8209 0.2982
O -1.4260 -0.6941 0.2776
H -0.8156 1.1584 0.6127
H -0.5094 0.7677 -1.0896
H -0.9156 -1.3396 -0.2743
```

Calculated values
SMILES string	O=[N+]([O-])CO
energy relative to the best compared isomer or geometry (same formula, charge and spin)	2.912	eV
HOMO-LUMO gap	11.31	eV
calculated total energy	-320.235597	Ha
total charge	0
HOMO energy	-11.4	eV

These are the natural (NBO) partial charges, in e, on atoms 1 to 6: -0.038 0.521 -0.363 -0.344 -0.698 0.236

=====

(6)
ORCA calculation (wB97M-V/def2-TZVPD) on 2 unconnected molecules or ions with the total composition CH3NO3P in a non-equilibrium geometry.

```
9
Properties=species:S:1:pos:R:3
C 0.6175 -0.0533 0.2911
N 3.7140 -1.3976 -0.3211
O 0.0483 -2.4853 -1.0398
O 3.4851 -0.6199 -1.1879
O 2.0630 -2.4775 0.4536
P 0.6112 -2.0249 0.2705
H -0.1394 0.4893 -0.3279
H 1.5698 0.0951 -0.2261
H 0.7261 0.5199 1.2068
```

Calculated values
energy relative to the best compared isomer or geometry (same formula, charge and spin)	4.480	eV
HOMO-LUMO gap (alpha / beta)	7.31 / 7.63	eV
calculated total energy	-661.711251	Ha
total charge	-1
HOMO energy (alpha / beta)	-2.8 / -3.9	eV

These are the natural (NBO) partial charges, in e, on atoms 1 to 6: -1.000 0.211 -1.123 -0.328 -1.098 1.700

=====

(7)
ORCA calculation (wB97M-V/def2-TZVPD) on 2 unconnected molecules or ions with the total composition CH3NO3S in a non-equilibrium geometry.

```
9
Properties=species:S:1:pos:R:3
C 1.7602 -0.1773 -0.5125
N 0.8104 0.4817 0.0050
O -3.4300 0.2471 1.0692
O -1.5153 -1.0041 0.2395
O 0.2620 1.4884 -0.3826
S -2.5522 0.0255 -0.0485
H 2.4099 0.1568 -1.1758
H 1.9610 -1.0896 0.0437
H 0.2940 -0.1286 0.7622
```

Calculated values
energy relative to the best compared isomer or geometry (same formula, charge and spin)	3.315	eV
HOMO-LUMO gap	7.87	eV
calculated total energy	-718.449244	Ha
total charge	0
HOMO energy	-9.3	eV

These are the natural (NBO) partial charges, in e, on atoms 1 to 6: -0.205 0.010 -0.806 -0.862 -0.518 1.654

=====

(8)
ORCA calculation (wB97M-V/def2-TZVPD) on a single CH3NO3S molecule in a non-equilibrium geometry.

```
9
Properties=species:S:1:pos:R:3
C -0.7180 0.0073 0.7565
N 0.1020 0.1932 -0.3020
O -0.5756 -0.8326 1.5788
O 0.7629 -1.9213 -1.4255
O 2.3792 -0.0543 -1.6106
S 1.4338 -0.8189 -0.8573
H -1.4798 0.8493 0.8755
H 0.0543 1.1699 -0.7929
H 1.9459 -1.2055 0.2325
```

Calculated values
SMILES string	O=CN[SH](=O)=O
energy relative to the best compared isomer or geometry (same formula, charge and spin)	1.460	eV
HOMO-LUMO gap	11.40	eV
calculated total energy	-718.517414	Ha
total charge	0
HOMO energy	-10.9	eV

These are the natural (NBO) partial charges, in e, on atoms 1 to 6: 0.537 -0.886 -0.564 -0.904 -0.895 2.164

=====

(9)
ORCA calculation (wB97M-V/def2-TZVPD) on a molecular structure, CH3NO3S in a non-equilibrium geometry.

```
9
Properties=species:S:1:pos:R:3
C -0.2429 0.7987 -0.4647
N -0.2111 -0.4432 -0.4488
O -0.2447 -0.4642 2.3087
O 1.2756 -2.0434 1.2141
O -0.1201 1.7086 -1.3835
S -0.0825 -1.5966 1.4272
H -0.4313 1.6318 0.9243
H 0.0209 -0.9555 -1.2956
H 0.0363 1.3638 -2.2816
```

Calculated values
energy relative to the best compared isomer or geometry (same formula, charge and spin)	2.805	eV
HOMO-LUMO gap	9.92	eV
calculated total energy	-718.468002	Ha
total charge	0
HOMO energy	-10.0	eV

These are the natural (NBO) partial charges, in e, on atoms 1 to 6: 0.548 -0.792 -0.917 -0.912 -0.661 1.690

=====

(10)
ORCA calculation (wB97M-V/def2-TZVPD) on 2 unconnected molecules or ions with the total composition CH3NO4 in a non-equilibrium geometry.

```
9
Properties=species:S:1:pos:R:3
C 0.4900 0.1118 -0.2235
N -2.1156 -0.3697 -0.0083
O -0.0524 1.1425 -0.0633
O 2.8541 0.4014 -0.1552
O -1.1001 -1.0995 -0.2669
O 1.5154 -0.5218 -0.2774
H -2.4313 0.2859 -0.7180
H -2.3020 -0.1568 0.9670
H 3.1419 0.2062 0.7456
```

Calculated values
energy relative to the best compared isomer or geometry (same formula, charge and spin)	4.238	eV
HOMO-LUMO gap (alpha / beta)	9.74 / 7.50	eV
calculated total energy	-395.396124	Ha
total charge	0
HOMO energy (alpha / beta)	-9.9 / -8.8	eV

These are the natural (NBO) partial charges, in e, on atoms 1 to 6: 0.969 -0.287 -0.564 -0.548 -0.360 -0.364

=====

(11)
ORCA calculation (wB97M-V/def2-TZVPD) on a single CH3NO4 molecule in a non-equilibrium geometry.

```
9
Properties=species:S:1:pos:R:3
C -0.0430 0.1614 -0.1078
N 0.5014 -1.0308 0.2346
O -1.1298 0.2910 -0.5763
O 0.0889 -2.2313 -0.2682
O 0.0085 2.4554 0.1424
O 0.7845 1.3352 0.3676
H 1.2269 -1.2685 0.9116
H -0.5486 -1.9469 -0.9279
H -0.8888 2.2345 0.2241
```

Calculated values
SMILES string	O=C(NO)OO
energy relative to the best compared isomer or geometry (same formula, charge and spin)	2.570	eV
HOMO-LUMO gap	10.42	eV
calculated total energy	-395.457456	Ha
total charge	0
HOMO energy	-9.8	eV

These are the natural (NBO) partial charges, in e, on atoms 1 to 6: 0.811 -0.349 -0.624 -0.513 -0.420 -0.263

=====

(12)
ORCA calculation (wB97M-V/def2-TZVPD) on a gas-phase ion, CH3NO4P (charge -1) in a non-equilibrium geometry.

```
10
Properties=species:S:1:pos:R:3
C 0.5003 1.1570 1.1427
N 0.7431 -0.0738 0.4069
O 1.3761 1.5762 1.8936
O -0.6444 1.5900 0.8924
O -0.9704 0.3399 -1.4758
O -0.4474 -2.0009 -0.7757
P -0.8086 -0.5611 -0.0615
H 1.5407 -0.6960 0.6031
H -1.7004 0.9845 -1.5225
H 0.4110 -2.3159 -1.1033
```

Calculated values
SMILES string	O=C([O-])NP(O)O
energy relative to the best compared isomer or geometry (same formula, charge and spin)	0.299	eV
HOMO-LUMO gap	7.92	eV
calculated total energy	-737.120052	Ha
total charge	-1
HOMO energy	-4.1	eV

These are the natural (NBO) partial charges, in e, on atoms 1 to 6: 0.872 -1.065 -0.761 -0.784 -1.032 -1.061

=====

(13)
ORCA calculation (wB97M-V/def2-TZVPD) on a single CH3NO4S molecule in a non-equilibrium geometry.

```
10
Properties=species:S:1:pos:R:3
C 0.0664 0.2014 0.4867
N 3.4629 -0.3943 0.1003
O 2.8484 -1.1395 0.7868
O 2.7447 0.9265 -0.0567
O 0.4871 2.3429 -0.8870
O 4.4873 -0.5412 -0.4511
S 1.0395 1.8050 0.2703
H -0.8780 0.5391 0.7866
H 0.7003 -0.3245 1.1451
H 0.0105 -0.0126 -0.5977
```

Calculated values
energy relative to the best compared isomer or geometry (same formula, charge and spin)	4.063	eV
HOMO-LUMO gap	9.55	eV
calculated total energy	-793.585297	Ha
total charge	0
HOMO energy	-10.6	eV

These are the natural (NBO) partial charges, in e, on atoms 1 to 6: -0.795 0.754 -0.370 -0.718 -0.843 -0.289

=====

(14)
ORCA calculation (wB97M-V/def2-TZVPD) on a single CH3NO4S molecule in a non-equilibrium geometry.

```
10
Properties=species:S:1:pos:R:3
C 1.0458 -0.9456 0.7949
N -2.0602 0.1067 -1.1675
O -2.9272 0.6585 -0.6892
O -0.4924 2.1728 -0.1574
O 0.7688 0.4773 -1.4492
O 0.1574 0.2347 0.9798
S -0.2204 0.8124 -0.4388
H 0.9372 -1.1306 -0.2935
H 0.7252 -1.7713 1.3564
H 2.0658 -0.6149 1.0645
```

Calculated values
SMILES string	COS(=O)(=O)N=O
energy relative to the best compared isomer or geometry (same formula, charge and spin)	1.908	eV
HOMO-LUMO gap	8.27	eV
calculated total energy	-793.664495	Ha
total charge	0
HOMO energy	-9.6	eV

These are the natural (NBO) partial charges, in e, on atoms 1 to 6: -0.279 0.172 -0.126 -0.921 -0.919 -0.692

=====

(15)
ORCA calculation (wB97M-V/def2-TZVPD) on a single CH3NOP2S molecule in a non-equilibrium geometry.

```
9
Properties=species:S:1:pos:R:3
C -0.7574 0.7683 0.9262
N -1.7113 -0.0053 0.6580
O 1.0326 -0.2403 -0.5724
P 0.3817 1.2608 -0.3774
P 1.9438 -1.2326 0.3296
S -2.2077 -0.9203 -0.5314
H -0.6526 1.2157 1.9107
H -0.5089 0.8748 -1.5555
H 2.4797 -1.7211 -0.7879
```

Calculated values
energy relative to the best compared isomer or geometry (same formula, charge and spin)	3.985	eV
HOMO-LUMO gap (alpha / beta)	8.08 / 6.35	eV
calculated total energy	-1250.673154	Ha
total charge	0
HOMO energy (alpha / beta)	-8.8 / -7.9	eV

These are the natural (NBO) partial charges, in e, on atoms 1 to 6: -0.309 -0.473 -1.080 0.870 0.629 0.303

=====

(16)
ORCA calculation (wB97M-V/def2-TZVPD) on a single CH3NOS molecule in a non-equilibrium geometry.

```
7
Properties=species:S:1:pos:R:3
C 0.9850 0.2255 0.5171
N 0.5528 0.5185 -0.6392
O -1.5970 -0.7233 0.8449
S -1.1054 0.3507 -0.8329
H 1.8598 0.5303 0.8865
H 0.4394 -0.3173 1.2200
H -1.1348 -0.5844 -1.9963
```

Calculated values
energy relative to the best compared isomer or geometry (same formula, charge and spin)	5.869	eV
HOMO-LUMO gap (alpha / beta)	9.14 / 9.14	eV
calculated total energy	-567.885093	Ha
total charge	0
HOMO energy (alpha / beta)	-9.6 / -9.6	eV

These are the natural (NBO) partial charges, in e, on atoms 1 to 6: 0.035 -0.599 -0.762 0.808 0.168 0.211

=====

(17)
ORCA calculation (wB97M-V/def2-TZVPD) on a single CH3NOS2 molecule in a non-equilibrium geometry.

```
8
Properties=species:S:1:pos:R:3
C -1.5087 0.4262 -0.4980
N -0.4249 0.7108 0.5342
O 0.7037 -1.6332 -0.0829
S 2.6222 0.3552 -0.3922
S 0.9692 -0.2932 0.4060
H -2.3396 1.0447 -0.5808
H -1.2650 -0.2481 -1.2660
H 1.2431 -0.3624 1.8797
```

Calculated values
SMILES string	C=N[S@@H](=O)=S
energy relative to the best compared isomer or geometry (same formula, charge and spin)	3.694	eV
HOMO-LUMO gap	7.60	eV
calculated total energy	-966.113047	Ha
total charge	0
HOMO energy	-9.3	eV

These are the natural (NBO) partial charges, in e, on atoms 1 to 6: 0.054 -0.639 -0.930 -0.406 1.471 0.197

=====

(18)
ORCA calculation (wB97M-V/def2-TZVPD) on a single CH3NS2 molecule in a non-equilibrium geometry.

```
7
Properties=species:S:1:pos:R:3
C 1.1312 1.1636 -1.3574
N -0.3452 0.0839 0.5350
S 2.1653 2.0304 -2.2400
S 0.9237 1.2204 0.3325
H 0.4537 0.2115 -1.9299
H 0.0175 -0.8587 0.6635
H -0.8805 0.3439 1.3599
```

Calculated values
SMILES string	NSC=S
energy relative to the best compared isomer or geometry (same formula, charge and spin)	1.339	eV
HOMO-LUMO gap	8.63	eV
calculated total energy	-890.979099	Ha
total charge	0
HOMO energy	-8.7	eV

These are the natural (NBO) partial charges, in e, on atoms 1 to 6: -0.578 -0.975 0.030 0.530 0.231 0.377

=====

(19)
ORCA calculation (wB97M-V/def2-TZVPD) on a single CH3NSSi molecule in a non-equilibrium geometry.

```
7
Properties=species:S:1:pos:R:3
C 0.6852 -1.2901 -1.1457
N 0.9212 -2.4040 -1.1999
Si -0.4697 0.7635 0.6464
S 0.5806 0.4358 -1.2199
H -0.3351 -0.3814 1.3432
H -1.6901 1.0279 0.1519
H 0.3079 1.8483 1.4239
```

Calculated values
SMILES string	N#CS[SiH3]
energy relative to the best compared isomer or geometry (same formula, charge and spin)	1.184	eV
HOMO-LUMO gap	10.51	eV
calculated total energy	-782.298160	Ha
total charge	0
HOMO energy	-10.1	eV

These are the natural (NBO) partial charges, in e, on atoms 1 to 6: 0.064 -0.321 0.833 -0.111 -0.162 -0.172

=====

(20)
ORCA calculation (wB97M-V/def2-TZVPD) on a single CH3NSi molecule in a non-equilibrium geometry.

```
6
Properties=species:S:1:pos:R:3
C 1.3676 -0.0255 -0.0358
N 2.4967 -0.1173 -0.0213
Si -0.5610 -0.0178 -0.0421
H -0.9325 0.1334 -1.4076
H -1.4413 -1.0716 0.5876
H -0.9296 1.0988 0.9191
```

Calculated values
SMILES string	N#C[SiH3]
energy relative to the best compared isomer or geometry (same formula, charge and spin)	0.190	eV
HOMO-LUMO gap	12.52	eV
calculated total energy	-384.109371	Ha
total charge	0
HOMO energy	-12.0	eV

Per-atom natural (NBO) charges, elementary charge units: -0.107 -0.294 0.790 -0.141 -0.118 -0.130